[1]
Entry from OMol25: C25H72N2O17Zn as an isolated structure at a distorted geometry (ωB97M-V/def2-TZVPD).

Calculated values
LUMO ... 0.0196 Ha
Energy relative to the best compared isomer or geometry (same formula, charge and spin) ... 32.5 kcal per mole
Total charge ... 0
Total energy ... -113291.487 eV
HOMO-LUMO gap ... 0.3846 hartree

Each line ends with the Löwdin charge.
Positions of all 117 atoms, in Å:
Zn (0.547, -0.552, 0.458)  0.70
N (2.995, -2.223, 0.198)  -0.49
O (3.804, -1.255, 0.058)  0.00
O (3.221, -3.336, -0.324)  0.02
O (2.020, -2.124, 0.985)  -0.05
N (-1.144, 1.598, -0.890)  -0.54
O (-2.283, 1.983, -1.200)  0.01
O (-1.115, 0.688, 0.023)  -0.07
O (-0.158, 2.025, -1.336)  0.08
C (6.664, -2.312, -1.856)  -0.05
C (6.144, -1.078, -2.476)  -0.49
C (6.500, -1.033, -3.968)  -0.04
O (4.725, -0.916, -2.430)  -0.11
H (6.346, -3.164, -2.426)  0.09
H (6.318, -2.419, -0.839)  0.08
H (7.698, -2.299, -1.877)  0.06
H (6.619, -0.236, -1.998)  0.14
H (6.203, -0.113, -4.341)  0.04
H (6.024, -1.847, -4.513)  0.09
H (7.618, -1.126, -4.021)  0.10
H (4.504, -1.024, -1.423)  0.08
C (-2.272, 2.513, 3.924)  -0.07
C (-3.042, 1.264, 4.181)  -0.44
C (-4.546, 1.607, 4.361)  -0.04
O (-2.770, 0.320, 3.093)  -0.11
H (-2.576, 3.125, 3.035)  0.09
H (-1.185, 2.373, 4.037)  0.07
H (-2.511, 3.148, 4.776)  0.08
H (-2.773, 0.859, 5.167)  0.13
H (-4.787, 1.897, 5.423)  0.10
H (-5.123, 0.696, 4.189)  0.08
H (-4.953, 2.282, 3.704)  0.02
H (-3.354, 0.618, 2.307)  0.09
C (-4.954, 3.189, 1.040)  -0.03
C (-5.327, 1.716, 0.574)  -0.40
C (-5.812, 1.753, -0.904)  -0.05
O (-4.211, 0.811, 0.659)  -0.10
H (-4.381, 3.691, 0.321)  0.05
H (-4.525, 3.270, 2.030)  0.04
H (-5.835, 3.802, 1.053)  0.07
H (-6.149, 1.305, 1.221)  0.14
H (-6.677, 2.444, -1.055)  0.09
H (-6.081, 0.797, -1.255)  0.05
H (-4.964, 2.044, -1.562)  0.08
H (-3.599, 0.973, -0.087)  0.05
C (3.010, 1.561, -4.672)  -0.07
C (3.394, 1.970, -3.336)  -0.47
C (2.973, 3.411, -2.955)  -0.02
O (2.873, 1.057, -2.331)  -0.08
H (1.934, 1.718, -4.849)  0.10
H (3.354, 0.525, -4.829)  0.09
H (3.618, 2.125, -5.416)  0.10
H (4.492, 1.831, -3.324)  0.14
H (1.932, 3.535, -3.046)  0.05
H (3.473, 4.169, -3.554)  0.09
H (3.259, 3.641, -1.935)  0.08
H (3.444, 0.323, -2.545)  0.03
C (0.980, 0.243, 4.565)  -0.05
C (0.696, -0.745, 3.502)  -0.42
C (-0.163, -1.930, 3.945)  -0.03
O (0.019, -0.163, 2.330)  -0.11
H (1.952, 0.026, 4.997)  0.09
H (0.179, 0.470, 5.286)  0.09
H (1.131, 1.237, 4.098)  0.08
H (1.656, -1.080, 3.121)  0.12
H (0.344, -2.468, 4.731)  0.08
H (-0.424, -2.679, 3.146)  0.08
H (-1.172, -1.470, 4.358)  0.12
H (-0.956, -0.124, 2.445)  0.08
C (1.916, -6.744, 1.016)  -0.06
C (0.808, -6.071, 0.311)  -0.55
C (-0.475, -6.821, 0.497)  -0.06
O (0.617, -4.762, 0.852)  -0.10
H (2.049, -7.855, 0.717)  0.12
H (1.557, -6.736, 2.080)  0.10
H (2.839, -6.241, 0.834)  0.06
H (0.974, -5.999, -0.788)  0.15
H (-0.460, -7.713, -0.104)  0.08
H (-1.380, -6.213, 0.352)  0.08
H (-0.445, -7.132, 1.553)  0.08
H (1.447, -4.229, 0.582)  0.09
C (-2.731, -2.587, -1.020)  -0.01
C (-2.299, -2.101, 0.378)  -0.45
C (-2.872, -2.946, 1.460)  -0.03
O (-0.893, -2.218, 0.244)  -0.12
H (-1.939, -2.202, -1.690)  0.08
H (-3.691, -2.054, -1.320)  0.10
H (-2.819, -3.620, -1.116)  0.05
H (-2.524, -1.048, 0.500)  0.10
H (-2.426, -2.709, 2.457)  0.08
H (-2.699, -3.995, 1.363)  0.07
H (-3.939, -2.824, 1.441)  0.09
H (-0.495, -3.060, 0.577)  0.09
C (1.732, 2.211, 1.020)  -0.08
O (1.938, 0.966, 0.284)  -0.18
H (0.683, 2.252, 1.366)  0.08
H (2.402, 2.428, 1.858)  0.09
H (1.824, 3.085, 0.385)  0.06
H (2.329, 1.136, -0.632)  0.08
C (0.988, -2.145, -2.225)  -0.03
O (0.907, -0.860, -1.503)  -0.15
H (1.981, -2.261, -2.667)  0.09
H (0.635, -2.888, -1.530)  0.07
H (0.315, -2.132, -3.087)  0.09
H (0.937, -0.151, -2.135)  0.07
C (-3.723, 5.279, -3.312)  -0.16
O (-2.479, 5.695, -2.733)  -0.15
H (-4.373, 4.744, -2.588)  0.06
H (-4.349, 6.147, -3.667)  0.09
H (-3.468, 4.646, -4.203)  0.09
H (-1.971, 4.876, -2.541)  0.06
C (0.090, 5.516, -0.236)  -0.20
O (0.631, 5.141, -1.437)  -0.11
H (0.408, 4.968, 0.679)  0.07
H (0.357, 6.540, -0.004)  0.08
H (-0.999, 5.442, -0.238)  0.07
H (0.248, 4.326, -1.795)  0.05

***

[2]
Entry from OMol25: a 13-piece molecular cluster, C25H74F2N5O16S2 overall at a distorted geometry (ωB97M-V/def2-TZVPD).

Calculated values
LUMO ... 0.0598 Ha
Total charge ... -1
Total energy ... -94440.382 eV
HOMO-LUMO gap ... 0.3235 hartree

Each line ends with the Löwdin charge.
Positions of all 124 atoms, in Å:
N (-0.269, -0.374, -0.547)  -0.29
S (0.206, -1.343, 0.528)  0.47
O (-0.374, -1.235, 1.846)  -0.25
O (1.555, -1.953, 0.356)  -0.30
F (-0.651, -2.621, 0.018)  -0.20
S (0.429, 0.915, 0.189)  0.59
O (1.882, 0.819, 0.374)  -0.28
O (-0.312, 1.748, 1.118)  -0.24
F (0.335, 1.842, -1.123)  -0.18
C (2.521, -0.362, 3.825)  -0.07
C (1.527, 0.701, 4.314)  -0.28
O (1.925, 1.043, 5.663)  -0.11
H (2.381, -1.239, 4.457)  0.07
H (3.542, 0.017, 3.767)  0.07
H (2.352, -0.607, 2.776)  0.04
H (0.472, 0.435, 4.387)  0.11
H (1.561, 1.591, 3.684)  0.10
H (1.955, 0.282, 6.248)  0.07
C (0.687, -4.871, -2.618)  -0.07
C (-0.414, -5.702, -1.878)  -0.27
O (-1.027, -6.785, -2.644)  -0.10
H (0.286, -4.278, -3.440)  0.05
H (1.404, -5.557, -3.069)  0.07
H (1.118, -4.104, -1.974)  0.06
H (-1.257, -5.121, -1.506)  0.10
H (0.106, -6.107, -1.010)  0.08
H (-1.812, -7.059, -2.164)  0.07
C (4.524, 3.125, 3.053)  -0.09
C (3.836, 2.960, 1.739)  -0.33
O (4.613, 3.682, 0.765)  -0.11
H (4.438, 4.177, 3.326)  0.07
H (5.592, 2.912, 2.997)  0.08
H (4.037, 2.512, 3.811)  0.06
H (2.837, 3.389, 1.664)  0.10
H (3.859, 1.901, 1.481)  0.09
H (4.352, 3.372, -0.105)  0.00
C (-4.349, -3.004, -3.586)  -0.09
C (-3.361, -2.249, -2.724)  -0.32
O (-2.087, -2.686, -3.162)  -0.09
H (-4.137, -4.073, -3.581)  0.07
H (-4.370, -2.689, -4.630)  0.07
H (-5.382, -2.801, -3.302)  0.07
H (-3.549, -2.414, -1.663)  0.10
H (-3.426, -1.188, -2.968)  0.09
H (-1.401, -2.171, -2.730)  0.04
C (0.954, 4.288, -3.758)  -0.06
C (2.524, 4.138, -3.624)  -0.33
O (3.163, 5.301, -3.965)  -0.06
H (0.684, 4.693, -4.733)  0.07
H (0.573, 5.010, -3.035)  0.04
H (0.488, 3.404, -3.323)  0.05
H (2.724, 3.366, -4.367)  0.10
H (2.811, 3.911, -2.597)  0.10
H (3.752, 5.191, -4.715)  0.08
C (1.742, 0.382, -4.054)  -0.08
C (0.850, -0.838, -3.721)  -0.25
O (-0.389, -0.411, -3.134)  -0.14
H (2.523, 0.016, -4.721)  0.07
H (1.983, 0.843, -3.097)  0.05
H (1.153, 1.177, -4.512)  0.07
H (1.398, -1.503, -3.054)  0.11
H (0.611, -1.381, -4.636)  0.11
H (-0.358, -0.402, -2.175)  -0.03
C (-3.686, 4.136, 3.039)  -0.09
C (-3.694, 2.899, 2.157)  -0.33
O (-2.868, 1.934, 2.749)  -0.08
H (-2.782, 4.738, 2.949)  0.06
H (-3.807, 3.784, 4.063)  0.07
H (-4.542, 4.785, 2.854)  0.07
H (-3.373, 3.194, 1.157)  0.09
H (-4.688, 2.454, 2.207)  0.11
H (-2.040, 1.980, 2.264)  0.03
C (4.497, 1.383, -2.086)  -0.73
O (4.456, 2.464, -1.520)  0.02
N (3.917, 0.326, -1.571)  0.19
N (4.998, 1.185, -3.283)  0.18
H (4.050, -0.553, -2.051)  0.11
H (3.300, 0.443, -0.780)  0.07
H (4.914, 0.244, -3.639)  0.11
H (5.300, 2.036, -3.735)  0.12
C (-3.359, 1.320, -1.320)  -0.76
O (-4.256, 2.150, -1.164)  0.01
N (-2.910, 0.390, -0.540)  0.20
N (-2.703, 1.253, -2.456)  0.17
H (-2.000, 0.000, -0.741)  0.04
H (-3.401, 0.170, 0.315)  0.13
H (-1.944, 0.602, -2.598)  0.06
H (-2.759, 2.082, -3.030)  0.12
C (-1.831, 4.578, -1.151)  -0.05
C (-1.130, 4.963, 0.161)  -0.46
C (0.359, 5.253, -0.111)  -0.04
O (-1.817, 6.135, 0.623)  -0.06
H (-1.726, 5.314, -1.948)  0.09
H (-2.887, 4.501, -0.891)  0.07
H (-1.466, 3.580, -1.392)  0.05
H (-1.335, 4.207, 0.919)  0.10
H (0.818, 4.544, -0.800)  0.06
H (0.788, 5.003, 0.859)  0.07
H (0.681, 6.278, -0.300)  0.09
H (-1.198, 6.532, 1.239)  0.08
C (3.524, -4.891, 3.081)  -0.04
C (2.130, -5.530, 2.965)  -0.51
C (1.379, -5.100, 1.693)  -0.05
O (2.242, -6.916, 2.868)  -0.06
H (4.158, -5.238, 2.265)  0.08
H (3.900, -5.277, 4.028)  0.07
H (3.508, -3.801, 3.051)  0.08
H (1.567, -5.318, 3.874)  0.13
H (2.106, -5.109, 0.881)  0.09
H (1.034, -4.083, 1.882)  0.06
H (0.520, -5.741, 1.495)  0.07
H (1.432, -7.301, 3.209)  0.09
C (-2.956, -2.443, 2.616)  -0.06
C (-4.468, -2.475, 2.848)  -0.45
C (-5.239, -3.672, 2.278)  -0.06
O (-4.739, -2.617, 4.271)  -0.09
H (-2.670, -2.262, 1.580)  0.06
H (-2.552, -3.423, 2.866)  0.08
H (-2.491, -1.800, 3.363)  0.08
H (-4.857, -1.490, 2.591)  0.13
H (-4.858, -4.659, 2.544)  0.08
H (-5.241, -3.609, 1.190)  0.07
H (-6.275, -3.679, 2.616)  0.07
H (-4.375, -1.872, 4.755)  0.08